53
Properties=species:S:1:pos:R:3 method="wB97M-V/def2-TZVPD" homo_lumo_gap_ev=8.8 charge=+2 de_lowest_kj_mol=0.0
Pd 1.02 0.20 -0.37
C -3.90 2.57 0.94
N -2.62 2.40 0.25
C -2.11 3.25 -0.68
C -0.90 2.74 -1.06
N -0.69 1.58 -0.37
C -1.74 1.38 0.40
P -1.95 0.00 1.57
C -0.27 0.06 2.29
N 0.90 0.15 1.65
C 1.88 0.16 2.62
C 1.29 0.06 3.84
N -0.05 0.00 3.62
C -1.07 -0.10 4.67
C -1.71 -1.38 0.41
N -0.66 -1.52 -0.39
C -0.86 -2.69 -1.07
C -2.03 -3.26 -0.67
N -2.56 -2.43 0.28
C -3.81 -2.66 0.99
H -4.36 3.49 0.58
H -3.75 2.65 2.01
H -4.57 1.74 0.72
H -2.63 4.15 -0.98
H -0.19 3.16 -1.75
H 2.93 0.22 2.42
H 1.71 0.03 4.83
H -0.57 -0.08 5.63
H -1.62 -1.04 4.57
H -1.76 0.74 4.61
H -0.15 -3.06 -1.79
H -2.52 -4.17 -0.96
H -4.24 -3.59 0.63
H -4.51 -1.85 0.80
H -3.63 -2.74 2.06
N 0.90 0.19 -2.41
C 1.73 -0.74 -3.24
C 3.04 -0.11 -3.68
C 4.17 -0.10 -2.65
C 3.95 0.73 -1.40
N 3.13 0.00 -0.37
H -0.08 -0.06 -2.53
H 0.98 1.13 -2.79
H 1.13 -1.01 -4.12
H 1.89 -1.65 -2.66
H 2.84 0.92 -4.02
H 3.38 -0.64 -4.56
H 5.07 0.27 -3.14
H 4.41 -1.13 -2.36
H 3.44 1.67 -1.63
H 4.91 0.98 -0.94
H 3.39 0.39 0.54
H 3.44 -0.97 -0.34